# 1
C16H18ClNO2S | the ωB97M-V functional and the def2-TZVPD basis

Values from the calculation:
energy above the lowest of the compared OMol25 structures with the same formula, charge and spin = 0.0 kcal per mole
HOMO energy = -8.21 eV
energy = -45827.52057 eV
HOMO-LUMO gap = 0.3267 Ha
SMILES string = Cc1cc(Cl)ccc1OCCCC(=O)NCc1cccs1
LUMO level = 0.68 eV

Each line ends with the Mulliken charge.
CARTESIAN COORDINATES (ANGSTROEM)
C (2.818, 2.867, 0.473)  -1.373
C (1.514, 2.332, -0.031)  1.247
C (0.329, 3.011, 0.178)  -0.815
C (-0.865, 2.503, -0.312)  0.114
Cl (-2.340, 3.366, -0.037)  -0.236
C (-0.885, 1.318, -1.019)  -0.788
C (0.294, 0.621, -1.223)  -0.408
C (1.499, 1.112, -0.734)  0.093
O (2.721, 0.537, -0.905)  -0.502
C (2.850, -0.831, -1.248)  -0.582
C (2.984, -1.716, -0.005)  -0.764
C (1.763, -1.646, 0.910)  -0.683
C (0.527, -2.256, 0.265)  0.545
O (0.553, -2.934, -0.740)  -0.665
N (-0.611, -2.001, 0.951)  -0.074
C (-1.908, -2.497, 0.536)  -1.164
C (-2.869, -1.387, 0.254)  0.586
C (-3.283, -0.400, 1.096)  -0.354
C (-4.201, 0.491, 0.498)  -0.467
C (-4.472, 0.169, -0.790)  -0.590
S (-3.609, -1.228, -1.303)  -0.178
H (3.326, 2.116, 1.075)  0.275
H (3.471, 3.101, -0.367)  0.301
H (2.667, 3.764, 1.066)  0.408
H (0.332, 3.942, 0.723)  0.369
H (-1.810, 0.939, -1.419)  0.664
H (0.247, -0.305, -1.772)  0.412
H (2.025, -1.184, -1.869)  0.329
H (3.773, -0.892, -1.833)  0.319
H (3.868, -1.407, 0.555)  0.409
H (3.120, -2.744, -0.342)  0.362
H (1.967, -2.208, 1.826)  0.506
H (1.555, -0.611, 1.191)  0.323
H (-0.587, -1.387, 1.748)  0.253
H (-2.312, -3.149, 1.323)  0.301
H (-1.739, -3.094, -0.363)  0.467
H (-2.951, -0.310, 2.116)  0.453
H (-4.634, 1.333, 1.007)  0.481
H (-5.128, 0.665, -1.478)  0.426

# 2
C22H22F6N15O8S3Se2Sr | the ωB97M-V functional and the def2-TZVPD basis

Values from the calculation:
energy above the lowest of the compared OMol25 structures with the same formula, charge and spin = 64.2 kcal per mole
net charge = -1
HOMO energy = -4.85 eV
energy = -242240.66465 eV
HOMO-LUMO gap = 0.2374 Ha
LUMO level = 1.61 eV

Each line ends with the Mulliken charge.
CARTESIAN COORDINATES (ANGSTROEM)
Sr (1.444, -0.498, -0.256)  1.817
F (-1.910, -1.630, -3.549)  -0.197
C (-1.623, -0.546, -2.846)  0.363
F (-2.737, 0.183, -2.726)  -0.154
F (-0.697, 0.189, -3.401)  -0.148
S (-1.203, -1.018, -1.075)  1.380
O (-0.710, 0.239, -0.460)  -0.929
O (-2.441, -1.527, -0.575)  -0.687
N (-0.007, -2.161, -0.986)  -0.725
S (1.153, -2.535, -2.086)  1.008
O (2.452, -2.422, -1.451)  -0.063
O (0.939, -1.873, -3.333)  -0.598
C (0.849, -4.329, -2.450)  0.446
F (-0.456, -4.558, -2.504)  -0.193
F (1.381, -4.595, -3.634)  -0.203
F (1.407, -5.106, -1.533)  -0.163
Se (4.820, -3.692, 0.526)  -0.228
Se (3.567, -2.241, 1.893)  0.315
C (1.714, -2.851, 1.642)  0.558
C (1.335, -4.160, 1.385)  -0.728
C (-0.011, -4.473, 1.416)  -0.216
C (-0.942, -3.498, 1.735)  -0.984
C (-0.474, -2.219, 1.957)  -0.041
N (0.819, -1.870, 1.901)  -0.069
C (5.493, -2.348, -0.708)  0.586
C (6.470, -2.767, -1.607)  -0.867
C (7.013, -1.816, -2.452)  -0.198
C (6.558, -0.506, -2.383)  -0.957
C (5.563, -0.205, -1.467)  -0.055
N (5.047, -1.113, -0.636)  0.018
H (2.085, -4.902, 1.150)  0.333
H (-0.331, -5.482, 1.185)  0.411
H (-2.002, -3.702, 1.757)  0.461
H (-1.167, -1.408, 2.151)  0.249
H (6.794, -3.799, -1.640)  0.346
H (7.787, -2.095, -3.157)  0.388
H (6.961, 0.269, -3.020)  0.409
H (5.145, 0.793, -1.392)  0.336
N (3.135, 3.040, 0.632)  -0.062
C (2.572, 2.823, -0.616)  0.397
N (2.170, 3.825, -1.396)  -0.568
N (1.751, 3.210, -2.528)  -0.670
N (1.894, 1.932, -2.425)  -0.246
N (2.427, 1.640, -1.205)  -0.084
C (3.156, 2.109, 1.671)  0.139
N (3.482, 2.465, 2.908)  -0.617
N (3.364, 1.317, 3.610)  -0.824
N (2.998, 0.356, 2.827)  -0.551
N (2.859, 0.824, 1.560)  0.849
H (3.116, 3.997, 0.937)  0.314
C (-7.244, 1.884, -1.781)  -1.330
C (-6.016, 1.369, -1.040)  -0.182
S (-5.482, 2.568, 0.147)  1.348
O (-6.538, 2.761, 1.114)  -0.712
O (-4.968, 3.712, -0.572)  -0.703
C (-4.131, 1.758, 0.941)  0.277
C (-3.365, 2.723, 1.848)  -1.659
N (-2.049, 2.171, 2.137)  0.476
C (-0.902, 2.582, 1.526)  0.580
N (0.151, 1.939, 1.983)  -0.098
C (-0.286, 1.079, 2.936)  -0.536
C (-1.643, 1.207, 3.049)  -0.301
N (-2.527, 0.445, 3.866)  1.112
O (-3.735, 0.621, 3.741)  -0.690
O (-2.028, -0.368, 4.622)  -0.634
C (-0.873, 3.614, 0.456)  -1.383
H (-7.552, 1.153, -2.527)  0.396
H (-7.024, 2.825, -2.282)  0.353
H (-8.068, 2.053, -1.089)  0.346
H (-5.171, 1.211, -1.712)  0.130
H (-6.228, 0.458, -0.480)  0.424
H (-3.475, 1.393, 0.147)  -0.289
H (-4.543, 0.933, 1.516)  0.527
H (-3.906, 2.906, 2.772)  0.201
H (-3.216, 3.672, 1.338)  0.690
H (0.385, 0.418, 3.462)  0.717
H (-1.110, 4.603, 0.853)  0.489
H (-1.590, 3.391, -0.337)  0.260
H (0.123, 3.652, 0.018)  0.091

# 3
C21H29Br4ClO5 | the ωB97M-V functional and the def2-TZVPD basis

Values from the calculation:
HOMO energy = -7.99 eV
energy = -325162.07793 eV
HOMO-LUMO gap = 0.2941 Ha
LUMO level = 0.01 eV

Each line ends with the Mulliken charge.
CARTESIAN COORDINATES (ANGSTROEM)
C (2.018, 2.411, 5.766)  -0.752
C (0.741, 1.434, 6.228)  0.700
O (1.021, 0.126, 6.299)  -0.558
O (-0.541, 2.073, 6.561)  -0.372
C (-1.689, 1.385, 5.951)  -0.574
C (-2.433, 2.279, 4.750)  -0.439
C (-1.901, 1.581, 3.327)  -0.266
C (-1.754, 2.650, 2.093)  -1.028
C (-0.270, 2.693, 1.393)  1.268
C (0.704, 3.388, 2.515)  -0.892
O (-0.109, 3.645, 0.243)  -0.400
C (1.238, 3.302, -0.299)  0.406
O (2.055, 4.055, -1.080)  -0.570
O (1.599, 1.922, 0.101)  -0.366
C (0.389, 1.331, 0.764)  0.107
Cl (1.214, 0.100, 1.916)  -0.148
C (-0.383, 0.569, -0.496)  -0.217
C (0.309, -0.951, -0.596)  -0.417
C (-0.465, -2.306, -0.010)  -0.196
C (0.287, -3.764, -0.093)  -0.520
C (1.795, -3.787, -0.770)  -0.386
C (2.569, -2.467, -1.378)  -0.520
C (1.824, -1.008, -1.299)  0.090
H (1.731, 3.546, 5.722)  0.265
H (2.535, 2.023, 4.769)  0.162
H (2.835, 2.267, 6.619)  0.342
H (-1.460, 0.325, 5.512)  0.358
H (-2.490, 1.240, 6.817)  0.312
H (-3.604, 2.213, 4.844)  0.350
H (-2.007, 3.369, 4.800)  0.296
H (-0.835, 1.161, 3.571)  0.082
H (-2.616, 0.701, 3.039)  0.311
H (-2.582, 2.436, 1.279)  0.332
H (-1.975, 3.739, 2.529)  0.360
H (0.204, 3.415, 3.585)  0.165
H (1.011, 4.506, 2.248)  0.303
H (1.717, 2.801, 2.637)  0.167
H (-0.198, 1.122, -1.533)  0.321
H (-1.535, 0.472, -0.313)  0.296
H (-1.543, -2.137, 0.455)  0.282
H (-0.271, -4.732, 0.324)  0.294
H (2.367, -4.810, -0.816)  0.296
H (3.662, -2.490, -1.854)  0.302
H (2.298, 0.021, -1.674)  0.299
Br (-0.250, -1.536, -3.087)  0.130
C (-1.273, -2.697, -4.274)  -0.158
C (-2.758, -2.466, -4.119)  -0.677
Br (-3.437, -3.304, -2.493)  -0.168
H (-0.968, -3.725, -4.056)  0.427
H (-0.945, -2.432, -5.283)  -0.172
H (-3.310, -2.941, -4.935)  0.408
H (-3.030, -1.408, -4.069)  0.355
Br (0.617, -4.390, -6.517)  -0.113
C (1.726, -2.924, -7.167)  -0.595
C (1.020, -2.141, -8.249)  -0.542
Br (1.053, -3.098, -9.949)  -0.135
H (2.673, -3.361, -7.495)  0.416
H (1.906, -2.294, -6.291)  0.292
H (1.538, -1.198, -8.444)  0.373
H (-0.029, -1.934, -8.020)  0.315

# 4
C46H50As2IrN7O3 | the ωB97M-V functional and the def2-TZVPD basis

Values from the calculation:
energy above the lowest of the compared OMol25 structures with the same formula, charge and spin = 135.1 kcal per mole
net charge = +3
HOMO energy (alpha / beta) = -14.92 / -14.91 eV
energy = -189577.62721 eV
2S+1 = 2
HOMO-LUMO gap (alpha / beta) = 0.2065 / 0.1895 Ha
LUMO level (alpha / beta) = -9.30 / -9.76 eV

Each line ends with the Mulliken charge.
CARTESIAN COORDINATES (ANGSTROEM)
Ir (-0.090, 0.586, -0.575)  4.229
C (-1.476, -0.266, 3.721)  -1.835
C (-1.376, -0.071, 2.241)  0.333
N (-0.279, -0.297, 1.593)  0.988
N (0.867, -0.621, 2.074)  -1.390
C (1.837, -0.907, 1.190)  -0.434
O (1.537, -1.173, -0.011)  -0.209
C (3.202, -0.831, 1.677)  0.311
C (3.450, -0.426, 2.994)  -0.331
C (4.749, -0.245, 3.421)  -0.850
C (5.804, -0.449, 2.539)  -0.479
C (5.561, -0.853, 1.231)  -1.123
C (4.267, -1.052, 0.798)  -0.077
C (-2.510, 0.348, 1.441)  0.592
C (-3.792, 0.487, 1.989)  -0.794
C (-4.846, 0.835, 1.170)  -0.819
C (-4.615, 1.022, -0.188)  -0.911
C (-3.323, 0.881, -0.662)  -0.610
N (-2.300, 0.567, 0.124)  -0.253
H (-0.480, -0.451, 4.118)  0.368
H (-2.107, -1.123, 3.961)  0.350
H (-1.895, 0.620, 4.195)  0.441
H (2.616, -0.249, 3.653)  0.489
H (4.945, 0.060, 4.437)  0.456
H (6.818, -0.299, 2.875)  0.441
H (6.384, -1.018, 0.554)  0.483
H (4.054, -1.373, -0.213)  0.447
H (-3.943, 0.309, 3.041)  0.584
H (-5.841, 0.942, 1.571)  0.540
H (-5.416, 1.275, -0.860)  0.547
H (-3.094, 1.024, -1.711)  0.569
C (-0.135, -2.267, -3.077)  -1.218
C (0.316, -3.226, -1.990)  -1.321
As (-0.508, -2.864, -0.240)  1.566
C (0.069, -4.463, 0.712)  0.610
C (1.341, -4.979, 0.484)  -0.323
C (1.640, -6.265, 0.898)  -0.800
C (0.691, -7.012, 1.583)  -0.523
C (-0.545, -6.460, 1.888)  -0.793
C (-0.851, -5.175, 1.479)  -0.472
C (-2.441, -3.213, -0.511)  0.785
C (-3.324, -2.864, 0.506)  -0.480
C (-4.673, -3.155, 0.388)  -0.894
C (-5.155, -3.763, -0.762)  -0.704
C (-4.278, -4.110, -1.775)  -0.865
C (-2.924, -3.835, -1.655)  -0.715
As (0.464, -0.416, -2.774)  1.125
C (2.385, -0.426, -2.991)  0.585
C (3.047, -1.431, -3.687)  -0.536
C (4.423, -1.367, -3.840)  -0.727
C (5.134, -0.304, -3.304)  -0.772
C (4.477, 0.691, -2.593)  -0.674
C (3.104, 0.626, -2.427)  -0.177
C (-0.221, 0.459, -4.382)  0.716
C (0.593, 1.340, -5.091)  -0.514
C (0.137, 1.897, -6.272)  -0.766
C (-1.137, 1.600, -6.734)  -0.564
C (-1.959, 0.743, -6.017)  -0.808
C (-1.513, 0.189, -4.831)  -0.444
H (-1.228, -2.244, -3.153)  0.357
H (0.258, -2.577, -4.057)  0.601
H (1.398, -3.153, -1.851)  0.379
H (0.087, -4.265, -2.258)  0.783
H (2.092, -4.385, -0.023)  0.231
H (2.610, -6.686, 0.684)  0.450
H (0.920, -8.018, 1.895)  0.427
H (-1.278, -7.030, 2.437)  0.455
H (-1.813, -4.737, 1.715)  0.372
H (-2.943, -2.388, 1.406)  0.710
H (-5.352, -2.931, 1.196)  0.497
H (-6.209, -3.976, -0.860)  0.458
H (-4.650, -4.604, -2.660)  0.478
H (-2.257, -4.151, -2.447)  0.362
H (2.496, -2.257, -4.123)  0.412
H (4.937, -2.147, -4.380)  0.475
H (6.202, -0.250, -3.444)  0.456
H (5.038, 1.512, -2.170)  0.500
H (2.577, 1.376, -1.839)  0.053
H (1.593, 1.561, -4.728)  0.365
H (0.780, 2.554, -6.835)  0.448
H (-1.492, 2.040, -7.651)  0.422
H (-2.947, 0.504, -6.381)  0.440
H (-2.166, -0.466, -4.263)  0.286
N (-0.400, 3.008, -0.687)  -0.312
C (-0.077, 3.634, 0.601)  -0.031
C (0.470, 5.057, 0.379)  -0.984
C (0.889, 5.882, 1.598)  -1.243
C (-0.210, 6.118, 2.631)  -0.931
N (-0.334, 4.937, 3.465)  0.101
C (-1.131, 4.787, 4.499)  0.734
N (-1.986, 5.731, 4.897)  -0.375
N (-1.151, 3.591, 5.116)  -0.378
C (0.965, 2.713, 1.340)  0.431
O (1.206, 2.957, 2.518)  -1.058
O (1.440, 1.785, 0.647)  -0.641
H (0.348, 3.227, -1.346)  0.282
H (-1.256, 3.399, -1.070)  0.289
H (-0.990, 3.652, 1.205)  0.417
H (-0.303, 5.614, -0.159)  0.472
H (1.343, 4.980, -0.275)  0.466
H (1.206, 6.851, 1.212)  0.475
H (1.751, 5.430, 2.089)  0.387
H (-1.163, 6.335, 2.136)  0.454
H (0.064, 6.977, 3.252)  0.701
H (0.325, 4.168, 3.220)  0.155
H (-1.957, 6.661, 4.515)  0.209
H (-2.566, 5.582, 5.707)  0.219
H (-0.407, 2.943, 4.911)  0.179
H (-1.592, 3.503, 6.017)  0.219

Q: energy of number 1 (C16H18ClNO2S)?
A: -45827.52057 eV